The following is a DFT calculation (wB97M-V/def2-TZVPD) of 18 unconnected molecules or ions with the total composition C33H107N31O18.

Geometry as ORCA input:
```
! wB97M-V def2-TZVPD RIJCOSX def2/J DEFGRID3
* xyz 0 1
C -1.857 2.322 -4.591
O -0.995 2.523 -3.698
N -1.674 2.494 -5.935
N -3.073 1.839 -4.233
H -2.382 2.233 -6.607
H -0.716 2.661 -6.253
H -3.301 1.781 -3.257
H -3.720 1.603 -4.981
C 4.605 0.803 4.831
O 3.427 1.085 4.545
N 5.042 -0.475 4.969
N 5.507 1.758 5.118
H 6.037 -0.502 5.028
H 4.443 -1.196 4.574
H 5.285 2.734 5.088
H 6.459 1.465 5.045
C -2.038 2.048 5.818
O -1.409 1.883 4.782
N -1.552 1.888 7.073
N -3.325 2.524 5.716
H -2.201 2.075 7.831
H -0.579 1.714 7.214
H -4.008 2.373 6.455
H -3.810 2.551 4.818
C 6.270 -3.710 0.528
O 7.214 -4.466 0.617
N 5.231 -3.937 -0.292
N 6.063 -2.629 1.300
H 4.716 -3.143 -0.644
H 5.313 -4.778 -0.863
H 6.981 -2.407 1.638
H 5.502 -1.846 0.971
C -0.381 -4.694 -0.048
O -1.327 -5.339 0.188
N -0.266 -3.518 -0.854
N 0.863 -5.001 0.364
H 0.287 -2.761 -0.428
H -1.182 -3.108 -1.066
H 0.886 -5.399 1.312
H 1.589 -4.371 0.075
C 4.302 1.039 0.807
O 4.739 -0.052 1.249
N 4.361 1.367 -0.444
N 3.757 1.981 1.627
H 4.834 0.867 -1.160
H 4.026 2.325 -0.601
H 3.478 1.559 2.515
H 3.201 2.736 1.199
C -1.628 5.116 -0.792
O -1.749 5.699 0.243
N -2.459 5.323 -1.865
N -0.732 4.132 -1.033
H -2.941 6.206 -1.885
H -2.243 4.872 -2.751
H 0.047 3.899 -0.429
H -0.738 3.662 -1.925
C 3.247 -3.912 3.888
O 3.220 -2.761 4.315
N 2.569 -4.940 4.492
N 3.856 -4.318 2.754
H 2.810 -5.867 4.244
H 2.050 -4.812 5.321
H 3.997 -5.312 2.627
H 4.545 -3.700 2.327
C 0.614 3.578 2.319
O 1.375 3.800 1.352
N -0.685 3.986 2.365
N 1.008 2.776 3.352
H -1.189 3.874 3.227
H -0.905 4.695 1.677
H 0.414 2.504 4.127
H 1.959 2.904 3.695
C 1.499 1.174 -6.071
O 0.859 2.023 -6.721
N 1.345 0.897 -4.798
N 2.503 0.432 -6.632
H 0.655 1.444 -4.282
H 1.922 0.199 -4.392
H 3.049 -0.211 -6.086
H 2.798 0.809 -7.517
C 3.688 -1.877 -2.467
O 4.618 -1.291 -2.020
N 2.554 -2.259 -1.753
N 3.575 -2.045 -3.857
H 1.714 -2.525 -2.234
H 2.517 -1.820 -0.835
H 4.478 -1.932 -4.299
H 3.158 -2.946 -4.041
C 1.238 -0.895 7.379
O 0.860 -1.932 7.845
N 1.968 -0.805 6.303
N 0.900 0.287 7.969
H 2.232 0.029 5.760
H 2.062 -1.646 5.741
H 0.966 0.310 8.981
H 1.705 0.846 7.649
C -4.438 0.155 2.953
O -4.951 1.171 3.330
N -5.153 -0.893 2.488
N -3.107 0.017 2.773
H -4.637 -1.738 2.222
H -6.125 -1.003 2.759
H -2.630 -0.846 2.962
H -2.590 0.812 3.150
C -5.162 -0.537 -2.786
C -3.874 -1.067 -2.251
C -3.503 -0.282 -0.945
O -3.527 1.130 -1.169
C -3.405 1.851 -0.009
N -3.799 -2.490 -1.984
H -5.073 0.522 -3.106
H -5.986 -0.586 -2.069
H -5.441 -1.190 -3.644
H -3.138 -0.856 -3.033
H -2.560 -0.511 -0.448
H -4.272 -0.409 -0.178
H -2.421 1.787 0.481
H -4.265 1.672 0.698
H -3.513 2.890 -0.372
H -3.974 -3.099 -2.771
H -4.526 -2.651 -1.309
C -1.076 -3.688 3.726
C -2.337 -4.167 2.936
C -3.557 -4.187 3.811
O -3.490 -5.094 4.857
C -4.078 -6.313 4.525
N -2.630 -3.175 1.897
H -0.128 -3.712 3.142
H -0.923 -4.301 4.614
H -1.213 -2.706 4.167
H -2.026 -5.081 2.443
H -4.418 -4.406 3.161
H -3.718 -3.184 4.219
H -4.057 -7.005 5.376
H -3.470 -6.758 3.730
H -5.111 -6.254 4.129
H -3.118 -3.609 1.134
H -1.765 -2.804 1.502
C -6.284 -0.347 -6.860
C -5.180 -0.517 -7.854
C -4.021 -1.251 -7.171
O -3.341 -0.326 -6.353
C -2.062 -0.749 -5.965
N -5.663 -1.225 -8.990
H -6.526 -1.283 -6.355
H -7.217 0.008 -7.348
H -6.029 0.448 -6.123
H -4.805 0.484 -8.161
H -3.326 -1.727 -7.896
H -4.445 -2.072 -6.598
H -2.040 -1.782 -5.585
H -1.565 -0.092 -5.244
H -1.394 -0.784 -6.833
H -5.023 -1.231 -9.755
H -6.554 -0.884 -9.281
C 0.764 -0.488 3.147
C 0.775 -1.076 1.780
C 0.636 0.133 0.842
O 0.264 -0.404 -0.441
C -0.093 0.657 -1.280
N 1.906 -1.804 1.258
H 0.926 -1.093 4.033
H -0.181 0.026 3.212
H 1.562 0.266 3.167
H -0.134 -1.676 1.688
H 1.599 0.648 0.929
H -0.161 0.807 1.162
H -0.488 0.329 -2.251
H 0.835 1.234 -1.411
H -0.854 1.343 -0.828
H 2.817 -1.336 1.411
H 2.074 -2.685 1.705
C 2.290 3.568 -2.926
C 3.491 4.311 -2.366
C 3.583 5.729 -2.986
O 4.494 6.488 -2.195
C 4.479 7.883 -2.493
N 3.392 4.345 -0.931
H 1.325 4.053 -2.679
H 2.261 2.524 -2.618
H 2.408 3.579 -4.025
H 4.400 3.738 -2.563
H 2.567 6.185 -2.857
H 3.844 5.735 -4.078
H 4.798 8.137 -3.516
H 5.108 8.355 -1.763
H 3.462 8.225 -2.353
H 4.090 4.937 -0.518
H 2.490 4.683 -0.601
*
```

The frontier orbital gap comes out at 9.4 eV.

---

The following is a DFT calculation (wB97M-V/def2-TZVPD) of a molecular structure, C33H11F15GeNO4PdS3.

Geometry as ORCA input:
```
! wB97M-V def2-TZVPD RIJCOSX def2/J DEFGRID3
* xyz 1 1
Pd -0.607 0.311 1.280
C 0.984 3.086 4.016
C 0.318 1.817 3.572
O 0.284 1.719 2.305
C -0.171 0.861 4.505
C -0.114 1.178 5.893
C -0.482 0.284 6.849
C -0.919 -0.998 6.457
C -0.992 -1.351 5.140
C -0.634 -0.436 4.119
O -0.731 -0.867 2.895
H 1.250 3.671 3.141
H 1.885 2.852 4.584
H 0.321 3.666 4.656
H 0.231 2.156 6.195
H -0.436 0.548 7.895
H -1.203 -1.718 7.214
H -1.321 -2.333 4.829
O -1.575 -2.255 -1.860
S -2.089 -2.447 -0.550
O -1.653 -3.525 0.267
N -1.872 -0.987 0.343
C -3.003 -0.425 0.632
S -2.729 1.035 1.507
C -4.211 -1.101 0.170
C -5.540 -0.753 0.322
C -6.496 -1.598 -0.228
C -6.123 -2.754 -0.905
C -4.784 -3.107 -1.058
C -3.851 -2.258 -0.509
H -5.829 0.148 0.849
H -7.544 -1.354 -0.129
H -6.888 -3.394 -1.324
H -4.494 -4.006 -1.585
F 3.851 0.246 -2.993
C 4.085 1.011 -1.916
C 3.009 1.442 -1.159
C 3.292 2.230 -0.059
F 2.306 2.681 0.722
C 4.587 2.579 0.280
F 4.826 3.334 1.350
C 5.639 2.132 -0.502
F 6.881 2.458 -0.186
C 5.392 1.339 -1.613
F 6.399 0.910 -2.362
Ge 1.248 0.842 -1.735
S -0.487 1.647 -0.603
C 0.817 1.464 -3.524
C 1.526 2.455 -4.183
F 2.588 3.025 -3.603
C 1.172 2.896 -5.445
F 1.872 3.846 -6.053
C 0.070 2.338 -6.073
F -0.282 2.751 -7.279
C -0.669 1.353 -5.437
F -1.730 0.824 -6.037
C -0.288 0.939 -4.176
F -1.017 -0.007 -3.575
C 1.346 -1.111 -1.599
C 1.424 -1.969 -2.683
F 1.427 -1.491 -3.926
C 1.498 -3.344 -2.526
F 1.557 -4.138 -3.584
C 1.503 -3.894 -1.254
F 1.563 -5.205 -1.097
C 1.446 -3.066 -0.142
F 1.458 -3.571 1.082
C 1.377 -1.707 -0.358
F 1.334 -0.903 0.762
*
```

The frontier orbital gap comes out at 5.6 eV. The energy above the lowest of the compared OMol25 structures with the same formula, charge and spin comes out at 7.9 kJ/mol.

---

The following is a DFT calculation (wB97M-V/def2-TZVPD) of a molecular structure, C33H12F21GeMnN4O5S3.

Geometry as ORCA input:
```
! wB97M-V def2-TZVPD RIJCOSX def2/J DEFGRID3
* xyz -1 6
Mn 1.295 0.427 -0.009
C 5.771 0.588 -3.325
C 4.415 0.883 -3.373
C 3.663 0.909 -2.215
C 4.256 0.613 -0.977
C 5.628 0.314 -0.936
C 6.369 0.306 -2.102
N 3.455 0.637 0.148
N 4.036 0.366 1.292
C 3.220 0.247 2.355
C 3.775 -0.041 3.621
C 2.947 -0.162 4.706
C 1.569 0.027 4.545
C 1.094 0.313 3.284
N 1.878 0.404 2.212
H 6.358 0.571 -4.234
H 3.946 1.106 -4.323
H 2.604 1.151 -2.238
H 6.074 0.092 0.022
H 7.428 0.081 -2.059
H 4.845 -0.170 3.696
H 3.353 -0.393 5.683
H 0.891 -0.045 5.383
H 0.039 0.503 3.118
F -2.190 3.791 -1.565
C -2.532 3.706 -0.270
C -2.713 2.449 0.281
C -3.042 2.405 1.623
F -3.227 1.242 2.260
C -3.189 3.555 2.381
F -3.498 3.473 3.679
C -3.015 4.793 1.792
F -3.161 5.903 2.512
C -2.689 4.872 0.449
F -2.522 6.068 -0.123
Ge -2.267 0.896 -0.914
S -0.340 0.952 -1.861
C -2.771 -0.680 0.230
C -1.826 -1.212 1.087
F -0.566 -0.732 1.031
C -2.109 -2.196 2.013
F -1.190 -2.631 2.865
C -3.398 -2.701 2.062
F -3.704 -3.658 2.930
C -4.370 -2.204 1.210
F -5.613 -2.689 1.275
C -4.049 -1.194 0.320
F -5.034 -0.689 -0.439
C -3.669 0.914 -2.341
C -4.687 1.836 -2.500
F -4.871 2.813 -1.602
C -5.578 1.780 -3.558
F -6.557 2.682 -3.673
C -5.454 0.775 -4.500
F -6.296 0.712 -5.529
C -4.455 -0.174 -4.366
F -4.358 -1.154 -5.267
C -3.591 -0.094 -3.290
F -2.665 -1.048 -3.137
C 1.555 3.588 -0.107
C 0.945 2.310 0.396
O -0.018 2.297 1.120
H 0.986 4.438 0.267
H 1.539 3.568 -1.198
H 2.594 3.648 0.219
F 0.324 -2.539 -2.902
C 0.131 -3.237 -1.782
F -0.057 -4.503 -2.105
F -0.985 -2.781 -1.191
S 1.589 -2.923 -0.644
O 1.604 -1.468 -0.651
O 2.691 -3.567 -1.277
N 1.211 -3.386 0.802
S 1.456 -4.911 1.248
O 1.033 -5.071 2.601
O 0.992 -5.848 0.269
C 3.326 -5.166 1.348
F 3.804 -5.888 0.344
F 3.980 -4.004 1.426
F 3.588 -5.844 2.478
*
```

The frontier orbital gap (spin up / spin down) comes out at 5.9 / 7.5 eV. The energy above the lowest of the compared OMol25 structures with the same formula, charge and spin comes out at 49.6 kJ/mol. The expectation value of S² is 9.078.

---

Number 1: F_max 4.8 eV/Å. Number 2: F_max 0.3 eV/Å. Number 3: F_max 1.8 eV/Å.